i.
Here is one molecule with the formula C6H4O from OMol25. Energies are from ωB97M-V/def2-TZVPD.

**E_HOMO**: -8.60 eV
**HOMO-LUMO gap**: 8.13 eV

Each line ends with the Mulliken charge.
Geometry (Å):
C: 0.8143 1.1216 0.2093  0.718
C: 2.2281 1.0143 0.1475  -0.726
C: 0.8986 -1.7610 0.1155  -0.347
C: -0.3311 0.7150 0.0961  0.263
C: 1.9085 -1.1520 -0.1587  0.083
C: -1.7558 0.6334 -0.0258  -1.245
O: 2.7973 -0.1671 -0.0326  -0.102
H: -0.0221 -2.2055 -0.0829  0.394
H: -2.2215 -0.1433 0.5391  0.332
H: -1.9229 0.3815 -1.0133  0.342
H: -2.3934 1.5629 0.2059  0.288



ii.
Here is one molecule with the formula C6H4O from OMol25. Energies are from ωB97M-V/def2-TZVPD.

**E_HOMO**: -8.53 eV
**SMILES**: C#Cc1ccco1
**HOMO-LUMO gap**: 9.39 eV

Each line ends with the Mulliken charge.
Geometry (Å):
C: -1.2822 2.3342 1.3548  -0.172
C: -1.1499 1.2098 0.9176  -0.418
C: -0.5707 0.1502 0.1285  0.268
C: -0.4466 -1.2199 0.1141  -0.402
C: 0.7779 -1.4968 -0.5658  -0.288
C: 1.2666 -0.3386 -1.0581  -0.210
O: 0.4739 0.6933 -0.7047  -0.281
H: -1.4720 3.3752 1.5652  0.372
H: -1.1068 -2.0399 0.4133  0.377
H: 1.3251 -2.4243 -0.5229  0.356
H: 2.1848 -0.2430 -1.6420  0.399



iii.
Here is one molecule with the formula C6H4O from OMol25. Energies are from ωB97M-V/def2-TZVPD.

**E_HOMO**: -8.57 eV
**SMILES**: C#CC1=C[C@H]1C=O
**HOMO-LUMO gap**: 8.81 eV

Each line ends with the Mulliken charge.
Geometry (Å):
C: 2.6554 -0.3987 0.1812  0.071
C: 1.6533 0.2727 0.2825  -0.145
C: 0.4131 0.8991 0.2928  -0.046
C: -0.6303 1.5465 -0.0939  -0.522
C: -1.2217 0.2505 0.2336  -0.296
C: -1.0905 -1.0514 -0.4444  0.011
O: -0.1434 -1.4116 -1.1123  -0.507
H: 3.5048 -1.0440 0.0674  0.391
H: -1.0349 2.5351 -0.2093  0.381
H: -2.0652 0.2806 0.9434  0.334
H: -1.8941 -1.7719 -0.1678  0.327



iv.
Here is C6H4O as an isolated structure from OMol25. Energies are from ωB97M-V/def2-TZVPD.

**E_HOMO**: -9.23 eV
**HOMO-LUMO gap**: 9.99 eV

Each line ends with the Mulliken charge.
Geometry (Å):
C: 3.1655 -0.6777 -0.2218  -0.846
C: 1.9381 -0.3908 -0.0768  0.155
C: 0.5263 -0.2221 0.0876  0.555
C: -0.2009 0.8670 0.4546  -0.412
C: -1.5675 0.5118 0.2521  -0.363
C: -1.5540 -0.7668 -0.2061  -0.349
O: -0.2900 -1.2282 -0.3201  -0.292
H: 2.5412 0.4311 -0.7016  0.268
H: 0.2046 1.8055 0.8080  0.456
H: -2.4355 1.1337 0.4149  0.393
H: -2.3278 -1.4636 -0.4906  0.435



Most favorable first, least favorable last: ii, iv, iii, i